Entry 1:
Density functional theory data (ωB97M-V/def2-TZVPD) for an isolated molecule of C2H5N3O.

Structure (SMILES): [H]/N=C(\N)NC=O
Gap between HOMO and LUMO, eV: 9.58
E, hartree: -318.6449
Energy relative to the best compared isomer or geometry (same formula, charge and spin), eV: 2.8741
Max |F|, eV Å⁻¹: 7.16

Structure (ORCA input):
```
! wB97M-V def2-TZVPD RIJCOSX def2/J DEFGRID3
* xyz 0 1
H -2.5854 -0.0458 -0.3271
N -1.8581 -0.6476 -0.3478
C -0.7762 0.0030 0.2197
N -0.3796 1.4306 0.3046
N 0.2708 -0.8670 0.5384
C 1.6626 -0.5887 0.0764
O 1.9135 0.5016 -0.3097
H 0.6581 1.3749 -0.0611
H -1.1068 2.1852 0.0194
H -0.1635 -1.7994 -0.0193
H 2.3646 -1.5466 -0.0936
*
```

Entry 2:
Density functional theory data (ωB97M-V/def2-TZVPD) for a cluster of 2 separate species, C9H13NSi in total.

Structure (SMILES): C/C=[SiH]/c1ccccc1.C=N
Gap between HOMO and LUMO, eV: 8.28
E, hartree: -694.8169
Energy relative to the best compared isomer or geometry (same formula, charge and spin), eV: 3.7662
Max |F|, eV Å⁻¹: 4.94

Structure (ORCA input):
```
! wB97M-V def2-TZVPD RIJCOSX def2/J DEFGRID3
* xyz 0 1
C 0.2253 -1.9038 2.5464
C 0.6739 -0.9055 1.4767
Si -0.4225 -0.0585 0.3387
C 0.3837 1.5059 -0.3424
C 1.3448 1.6345 -1.3600
C 2.1481 2.7653 -1.4576
C 2.1304 3.7593 -0.4752
C 1.3207 3.5901 0.6068
C 0.4598 2.4572 0.6174
H 0.5737 -1.5427 3.5952
H -0.8764 -2.0954 2.4375
H 0.8142 -2.8567 2.5756
H 1.7473 -0.7631 1.2608
H -1.8901 0.1835 0.0739
H 1.4268 0.6727 -1.9225
H 3.1002 2.7710 -2.1818
H 2.7501 4.7116 -0.5951
H 1.3765 4.3805 1.3256
H -0.3962 2.3134 1.4010
C -2.9114 -1.7954 -1.9640
N -1.7843 -2.1185 -1.6160
H -3.1976 -0.7003 -2.1558
H -3.8198 -2.4280 -2.2439
H -1.6165 -3.1424 -1.4834
*
```

Entry 3:
Density functional theory data (ωB97M-V/def2-TZVPD) for a structure of composition C26H24IrN2O7PS4.

Gap between HOMO and LUMO (alpha / beta), eV: 7.00 / 7.00
E, hartree: -3679.8369
Energy relative to the best compared isomer or geometry (same formula, charge and spin), eV: 3.0871
Max |F|, eV Å⁻¹: 4.95

Structure (ORCA input):
```
! wB97M-V def2-TZVPD RIJCOSX def2/J DEFGRID3
* xyz 0 1
Ir 1.3554 1.0450 0.0182
C 2.6370 5.0150 -0.0356
C 1.5718 4.0936 0.4733
O 1.8486 2.9685 0.9105
N 0.3188 4.5369 0.4812
C -0.7772 3.6297 0.7792
C -1.1312 2.8833 -0.4681
C -2.3765 2.9648 -1.0380
C -2.5986 2.3767 -2.2792
C -1.5507 1.7652 -2.9221
C -0.3303 1.6787 -2.2739
N -0.1206 2.2036 -1.0577
H 3.5982 4.5127 0.0278
H 2.6622 5.9386 0.5445
H 2.4357 5.2613 -1.0800
H 0.1134 5.3982 0.0021
H -1.6199 4.2001 1.1575
H -0.4508 2.9324 1.5449
H -3.1692 3.4821 -0.5135
H -3.5779 2.4275 -2.7397
H -1.6636 1.3198 -3.8995
H 0.5036 1.1616 -2.7186
O 5.2669 1.7089 -0.7765
S 4.0357 0.9856 -0.7380
O 2.9166 1.6175 -1.4986
O 3.5171 0.7439 0.6380
C 4.3977 -0.6262 -1.4036
C 5.7134 -0.8125 -1.8106
C 6.1527 -2.0625 -2.2191
C 5.2835 -3.1380 -2.2177
C 3.9610 -2.9610 -1.8368
C 3.5090 -1.7130 -1.4327
S 1.7926 -1.6310 -0.9561
O 1.1962 -0.4520 -1.6689
O 1.2383 -2.9120 -1.2518
O 1.7436 -1.2845 0.4733
H 6.3826 0.0353 -1.7836
H 7.1831 -2.1939 -2.5241
H 5.6271 -4.1189 -2.5211
H 3.2536 -3.7780 -1.8458
S -1.9535 -1.3824 -1.5235
P -1.7821 -1.1566 0.4032
S -0.6294 0.3884 1.2158
C -1.4990 -2.7261 1.2628
C -0.3618 -3.0304 1.9959
C -0.1913 -4.3142 2.4994
C -1.1547 -5.2855 2.2811
C -2.3135 -4.9718 1.5785
C -2.4863 -3.6969 1.0682
C -3.3791 -0.6194 1.1310
C -4.4496 -0.2479 0.3316
C -5.6191 0.2267 0.9154
C -5.7231 0.3304 2.2956
C -4.6517 -0.0377 3.1009
C -3.4839 -0.5079 2.5211
H 0.3950 -2.2804 2.1488
H 0.7074 -4.5581 3.0521
H -1.0031 -6.2919 2.6529
H -3.0757 -5.7244 1.4164
H -3.3779 -3.4500 0.5027
H -4.3595 -0.3400 -0.7440
H -6.4531 0.5172 0.2873
H -6.6384 0.6958 2.7450
H -4.7262 0.0447 4.1786
H -2.6393 -0.7845 3.1438
*
```

Entry 4:
Density functional theory data (ωB97M-V/def2-TZVPD) for a structure of composition C34H35N10O5SSiV.

Gap between HOMO and LUMO (alpha / beta), eV: 5.16 / 5.28
E, hartree: -3872.4311
Max |F|, eV Å⁻¹: 0.76

Structure (ORCA input):
```
! wB97M-V def2-TZVPD RIJCOSX def2/J DEFGRID3
* xyz -1 2
V -1.7961 -0.6813 -0.6285
O -5.7064 -1.5197 -1.7292
C -4.4978 -1.4348 -1.5658
O -3.8593 -0.8123 -0.6488
C -3.5610 -2.1625 -2.5097
C -3.9286 -2.8338 -3.6652
C -2.9336 -3.3944 -4.4482
C -1.6034 -3.2624 -4.0701
C -1.3181 -2.5748 -2.9063
N -2.2835 -2.0552 -2.1504
C 0.0555 -2.1693 -2.4200
O 1.0560 -2.6064 -2.9797
O -0.0049 -1.3523 -1.4389
H -4.9758 -2.8893 -3.9252
H -3.1890 -3.9134 -5.3635
H -0.7888 -3.6594 -4.6592
C 2.5888 -4.8248 2.6991
Si 0.9624 -3.9952 3.1462
C -0.4201 -5.1972 2.8008
C 0.9815 -3.6351 4.9920
C 0.9029 -2.3420 2.2630
C 1.9941 -1.5020 2.4583
C 2.0379 -0.2188 1.9276
C 0.9419 0.2003 1.1993
N -0.1094 -0.5747 0.9907
C -0.1567 -1.8239 1.4892
S -1.6252 -2.6348 1.0338
H 2.6848 -5.7857 3.2092
H 3.4483 -4.2122 2.9767
H 2.6405 -5.0035 1.6239
H -0.2152 -6.1258 3.3409
H -0.5086 -5.4163 1.7381
H -1.3810 -4.8032 3.1278
H 1.1020 -4.5539 5.5696
H 0.0442 -3.1651 5.2955
H 1.7935 -2.9564 5.2587
H 2.8407 -1.8528 3.0418
H 2.8892 0.4318 2.0674
H 0.8839 1.1996 0.7721
N -2.5373 0.1240 2.6520
C -2.6354 1.2037 1.8737
N -3.0597 2.3321 2.4445
C -3.2282 3.3612 1.6148
N -3.6670 4.5294 2.1747
N -3.0626 3.3485 0.3016
C -2.6025 2.1818 -0.1783
N -2.2893 1.0978 0.5598
C -2.3717 2.0539 -1.6006
C -2.6528 3.1053 -2.4799
C -2.4076 2.9410 -3.8198
C -1.8694 1.7174 -4.2469
C -1.6206 0.7280 -3.3316
N -1.8760 0.8532 -2.0091
H -2.9529 0.2026 3.5640
H -2.4574 -0.7951 2.2188
H -3.5439 4.6158 3.1673
H -3.5592 5.3537 1.6115
H -3.0639 4.0182 -2.0742
H -2.6250 3.7324 -4.5254
H -1.6401 1.5385 -5.2888
H -1.1815 -0.2090 -3.6445
C 4.9695 2.2841 -0.4803
N 3.7456 1.4982 -0.3610
N 2.6434 2.1423 -0.9532
C 1.9517 1.2248 -1.7867
O 0.8989 1.4806 -2.3180
C 2.7425 0.0058 -1.7500
C 3.7795 0.2176 -0.9274
C 4.8960 -0.7014 -0.5703
C 1.9752 3.1325 -0.2046
C 2.3352 3.3946 1.1163
C 1.6191 4.3213 1.8589
C 0.5336 4.9829 1.3058
C 0.1837 4.7229 -0.0121
C 0.9046 3.8214 -0.7775
H 4.8133 3.2604 -0.0253
H 5.2594 2.4208 -1.5280
H 5.7670 1.7751 0.0576
H 2.4244 -0.9202 -2.2054
H 4.6028 -1.7240 -0.7985
H 5.1348 -0.6333 0.4920
H 5.7989 -0.4699 -1.1401
H 3.1398 2.8363 1.5731
H 1.8996 4.5019 2.8891
H -0.0407 5.6832 1.8978
H -0.6744 5.2128 -0.4551
H 0.6154 3.6076 -1.7936
*
```

Entry 5:
Density functional theory data (ωB97M-V/def2-TZVPD) for an isolated molecule of C7H14.

Structure (SMILES): C[C@@H]1[C@H](C)C1(C)C
Gap between HOMO and LUMO, eV: 10.44
E, hartree: -275.0852
Energy relative to the best compared isomer or geometry (same formula, charge and spin), eV: 0.8443
Max |F|, eV Å⁻¹: 0.41

Structure (ORCA input):
```
! wB97M-V def2-TZVPD RIJCOSX def2/J DEFGRID3
* xyz 0 1
C 1.6343 -1.1694 -0.7832
C 0.1367 -0.9474 -0.6459
C -0.4057 0.4440 -0.8836
C 0.4664 1.6642 -1.0565
C -0.5574 -0.1909 0.4739
C 0.2444 0.2476 1.6806
C -2.0125 -0.4894 0.7980
H 1.9142 -1.1757 -1.8462
H 1.9622 -2.1224 -0.3559
H 2.2273 -0.3748 -0.3205
H -0.4561 -1.7922 -0.9900
H -1.3319 0.5007 -1.4569
H -0.1257 2.5521 -0.8055
H 0.8356 1.7817 -2.0808
H 1.3273 1.6547 -0.3821
H 0.0333 -0.4396 2.5094
H -0.0117 1.2612 2.0109
H 1.3225 0.2066 1.5027
H -2.5545 -0.8710 -0.0757
H -2.1505 -1.1952 1.6248
H -2.4981 0.4553 1.0823
*
```

Entry 6:
Density functional theory data (ωB97M-V/def2-TZVPD) for an isolated molecule of C7H11P.

Structure (SMILES): CC1=CC=P(C)=C1C
Gap between HOMO and LUMO, eV: 7.66
E, hartree: -614.5781
Energy relative to the best compared isomer or geometry (same formula, charge and spin), eV: 0.7159
Max |F|, eV Å⁻¹: 6.80

Structure (ORCA input):
```
! wB97M-V def2-TZVPD RIJCOSX def2/J DEFGRID3
* xyz 0 1
C 2.5028 -0.3313 -0.2193
C 1.0799 -0.6358 0.0673
C 0.3890 -1.8470 0.1601
C -0.9543 -1.7531 0.4238
P -1.4679 -0.1513 0.7658
C -2.7510 0.3528 -0.5478
C 0.0832 0.6101 0.2472
C 0.5622 1.9881 0.3914
H 2.8785 0.2190 0.7360
H 2.5314 0.2252 -1.1311
H 3.0766 -1.2615 -0.2405
H 0.7793 -2.8374 -0.0111
H -1.6156 -2.6194 0.3736
H -2.4861 -0.0324 -1.5673
H -3.1057 1.4245 -0.4325
H -3.7337 -0.2549 -0.2813
H -0.3357 2.5664 0.4504
H 1.2322 2.1845 -0.4620
H 1.3349 2.1534 1.2772
*
```